A 2-piece molecular cluster, C4H10O overall in a non-equilibrium geometry. Source: the OMol25 dataset; level of theory: ωB97M-V/def2-TZVPD.

Results
Energy relative to the best compared isomer or geometry (same formula, charge and spin), kcal/mol: 25.1
Calculated total energy, eV: -6356.71482
HOMO, eV: -9.8
SMILES: C=CCC.O
Spin multiplicity: 1
Kohn-Sham gap, eV: 10.62

Cartesian coordinates (Å):
C1 0.797 0.830 1.701
C2 0.218 0.245 0.667
C3 -1.117 0.625 0.115
C4 -1.052 1.037 -1.368
H1 1.622 0.510 2.328
H2 0.341 1.704 2.170
H3 0.709 -0.577 0.152
H4 -1.731 -0.282 0.107
H5 -1.602 1.392 0.714
H6 -2.038 1.036 -1.822
H7 -0.505 1.977 -1.484
H8 -0.406 0.347 -1.923
O1 1.492 -3.278 -0.619
H9 1.456 -3.069 0.322
H10 1.816 -2.495 -1.061

Löwdin population analysis, charges in e, atoms 1 to 4: atom 1 (C): -0.01, atom 2 (C): -0.21, atom 3 (C): -0.27, atom 4 (C): -0.11